(w)
Formula: C6H11NS
Source: the OMol25 dataset
Level of theory: ωB97M-V/def2-TZVPD

SMILES string: c1cc[nH]c1.CCS
LUMO (eV): 0.79
Multiplicity: 1

Positions of all 19 atoms, in Å:
S (2.83477, 0.30342, 2.10205)
N (2.09247, 1.38381, -0.84365)
C (0.41092, 1.40662, 2.96872)
C (0.30015, 2.68760, -0.71951)
C (1.45057, 3.50878, -0.83130)
C (0.72694, 1.37093, -0.72958)
C (1.80931, 1.75795, 2.48068)
C (2.55161, 2.67340, -0.90690)
H (2.81973, -0.21708, 3.34759)
H (-0.73624, 3.01562, -0.63948)
H (2.68436, 0.55009, -0.87683)
H (3.61573, 2.89048, -0.99980)
H (1.76198, 2.31193, 1.52344)
H (-0.17514, 2.32556, 3.13810)
H (0.17403, 0.43377, -0.66534)
H (0.46427, 0.84379, 3.91581)
H (-0.11311, 0.78798, 2.22087)
H (2.34167, 2.39548, 3.21253)
H (1.48073, 4.59811, -0.85492)



(x)
Formula: C6H11NS
Source: the OMol25 dataset
Level of theory: ωB97M-V/def2-TZVPD

SMILES string: C/C=C/SC.CC#N
LUMO (eV): 0.72
Multiplicity: 1

Positions of all 19 atoms, in Å:
S (-2.56912, 1.45042, -0.28561)
N (1.54351, 0.17262, 1.04035)
C (-3.16638, 1.07123, 1.38313)
C (2.08567, 1.13631, 0.69428)
C (-1.48729, 0.17971, -0.72492)
C (-0.88310, -0.71970, -0.00101)
C (2.73128, 2.31675, 0.14985)
C (-0.07795, -1.86228, -0.59180)
H (0.76236, -2.04069, 0.11910)
H (-0.64084, -2.68770, -0.81484)
H (-3.52453, 0.07170, 1.36650)
H (3.54609, 2.60171, 0.75235)
H (-0.87218, -0.65568, 1.02843)
H (-2.42763, 0.96954, 2.06129)
H (-3.96671, 1.87035, 1.66716)
H (3.05954, 1.94226, -0.81630)
H (1.91544, 3.04377, -0.05683)
H (-1.50843, 0.13310, -1.81254)
H (0.45564, -1.53746, -1.48676)



Order from most stable to least stable according to the calculation: (w), (x)



(w)
Formula: C7H15N
Source: the OMol25 dataset
Level of theory: ωB97M-V/def2-TZVPD

SMILES string: CCN1CCC[C@@H]1C
LUMO (eV): 1.09
Multiplicity: 1

Positions of all 23 atoms, in Å:
N (0.19733, -0.70618, -0.18400)
C (2.27442, 0.53123, 0.25821)
C (-0.30526, -1.54964, 0.88380)
C (0.24079, 1.64773, -0.83674)
C (0.73018, 0.59711, 0.20585)
C (-0.67049, -0.60822, -1.34881)
C (-0.79781, 0.90157, -1.67657)
C (-1.34697, -0.95437, 1.83446)
H (2.63271, 0.68915, -0.75928)
H (-0.72628, -2.44047, 0.40787)
H (-1.80827, 1.20117, -1.37683)
H (1.08691, 1.96093, -1.44047)
H (-0.19333, 2.43475, -0.22429)
H (-2.28590, -0.77029, 1.30529)
H (-1.63952, -1.69111, 2.55242)
H (-0.73602, 1.12654, -2.72680)
H (2.59522, -0.44901, 0.60257)
H (-1.67950, -0.98230, -1.17585)
H (-0.17735, -1.04069, -2.22456)
H (2.70147, 1.28253, 0.92393)
H (0.51745, -1.99472, 1.45764)
H (-0.95359, -0.09248, 2.36237)
H (0.34380, 0.90677, 1.17979)



(x)
Formula: C7H15N
Source: the OMol25 dataset
Level of theory: ωB97M-V/def2-TZVPD

SMILES string: C=C(C)N(C)C.C=C
LUMO (eV): 0.97
Multiplicity: 1

Positions of all 23 atoms, in Å:
N (-0.36670, 0.66762, -0.23425)
C (0.12181, 1.95188, 0.22877)
C (1.03932, -1.46723, 3.02144)
C (-1.81833, 0.59976, -0.24378)
C (0.16182, -1.23288, 2.05855)
C (1.37881, 0.64793, -1.92571)
C (-0.21530, -1.22470, -1.82324)
C (0.32374, 0.08979, -1.32309)
H (0.53784, -1.71542, -2.43345)
H (-0.85399, -1.58671, 2.14675)
H (0.52235, -0.84518, 1.07643)
H (-0.45237, -1.88830, -0.99325)
H (0.79349, -2.07360, 3.87956)
H (-1.11359, -1.08271, -2.42426)
H (1.18597, 1.87455, 0.44432)
H (-2.25377, 1.24675, -1.01678)
H (-0.02933, 2.75076, -0.50753)
H (2.06027, -1.12860, 2.94496)
H (1.93630, 0.09037, -2.65735)
H (-2.19064, 0.92248, 0.72871)
H (-2.14718, -0.41956, -0.42439)
H (-0.40559, 2.21519, 1.14497)
H (1.78507, 1.60783, -1.66739)



Order from most stable to least stable according to the calculation: (w), (x)



(w)
Formula: C7H15N
Source: the OMol25 dataset
Level of theory: ωB97M-V/def2-TZVPD

SMILES string: C/C=C(\C)CCCN
LUMO (eV): 1.09
Multiplicity: 1

Positions of all 23 atoms, in Å:
N (0.17491, 0.37034, -3.14425)
C (1.19938, 0.68333, -0.95956)
C (-0.05886, -1.70929, 2.58375)
C (0.38417, -0.66548, 1.59279)
C (0.50492, -0.30933, -1.87292)
C (-1.87167, 0.16707, 1.08552)
C (0.26704, 1.30883, 0.09709)
C (-0.36498, 0.28939, 1.04010)
H (0.66743, -2.51429, 2.56722)
H (1.18044, -1.14602, -2.05356)
H (1.69711, 1.49209, -1.50537)
H (1.46300, -0.67191, 1.44019)
H (-1.04966, -2.13041, 2.39880)
H (-0.35162, -0.21398, -3.78324)
H (-0.43107, -0.61859, -1.41552)
H (1.05054, 0.59143, -3.60486)
H (-0.53515, 1.80813, -0.44996)
H (-0.02124, -1.34294, 3.61396)
H (-2.36884, 0.94648, 0.51044)
H (-2.24928, 0.17819, 2.11488)
H (2.03196, 0.18988, -0.44698)
H (0.90829, 1.95806, 0.68876)
H (-2.18850, -0.80244, 0.68743)



(x)
Formula: C7H15N
Source: the OMol25 dataset
Level of theory: ωB97M-V/def2-TZVPD

SMILES string: CCCN1CCCC1
LUMO (eV): 1.12
Multiplicity: 1

Positions of all 23 atoms, in Å:
N (-0.02129, 0.01868, -0.15449)
C (-0.94672, -1.55028, 1.98499)
C (-0.60095, 0.47505, -1.45020)
C (0.11556, -2.12205, 1.09679)
C (1.19079, 0.85206, -0.05003)
C (0.29394, -1.41434, -0.31109)
C (-0.64233, 1.96632, -1.31077)
C (0.70167, 2.29061, -0.46274)
H (-0.02799, 0.22230, -2.35598)
H (1.33606, -1.58199, -0.59404)
H (1.51039, 2.81504, -0.99477)
H (-0.73697, 2.58152, -2.21181)
H (1.46499, 0.85372, 1.02151)
H (1.12408, -1.99109, 1.60230)
H (-2.00980, -1.86964, 2.00057)
H (-0.76253, -1.70418, 3.04277)
H (0.20563, 2.87445, 0.33013)
H (-0.97390, -0.46263, 1.86135)
H (-1.38997, 2.26901, -0.58217)
H (2.06364, 0.64398, -0.65850)
H (-1.56110, -0.03098, -1.60469)
H (-0.26111, -1.92082, -1.10527)
H (-0.07210, -3.21475, 0.90616)



(y)
Formula: C7H15N
Source: the OMol25 dataset
Level of theory: ωB97M-V/def2-TZVPD

SMILES string: CC(C)=C(N)C(C)C
LUMO (eV): 0.92
Multiplicity: 1

Positions of all 23 atoms, in Å:
N (-0.25878, -1.50034, 1.20870)
C (2.29297, 0.03780, 1.07683)
C (-1.13978, 0.25189, -0.33190)
C (1.21310, 0.05989, 0.00260)
C (-2.37946, -0.55147, -0.71163)
C (-1.51977, 1.59384, 0.30789)
C (-0.03549, -0.48287, 0.32314)
C (1.85723, 0.03175, -1.37640)
H (-2.98788, 0.00285, -1.43297)
H (1.88263, 0.11225, 2.08713)
H (0.53207, -2.07369, 1.46849)
H (1.11708, -0.03532, -2.17503)
H (-0.20765, 0.69290, -1.09211)
H (2.88467, -0.88617, 1.04613)
H (-2.44757, 1.52578, 0.88969)
H (-2.12499, -1.52077, -1.14851)
H (2.55765, -0.80711, -1.47687)
H (-0.72520, 1.98649, 0.94779)
H (-1.69069, 2.33800, -0.47684)
H (2.98455, 0.87352, 0.93217)
H (2.40895, 0.96309, -1.53846)
H (-3.01867, -0.74593, 0.16078)
H (-1.19497, -1.86642, 1.30937)



Order from most stable to least stable according to the calculation: (w), (x), (y)



(w)
Formula: C2H7NO3S2
Source: the OMol25 dataset
Level of theory: ωB97M-V/def2-TZVPD

LUMO (eV): 0.41
Multiplicity: 1

Positions of all 15 atoms, in Å:
S (1.83830, 0.27215, -0.15786)
S (0.09140, -2.06321, -0.05679)
O (1.87525, 1.72317, -0.34731)
O (2.61333, -0.62051, -0.93511)
O (1.99112, 0.02870, 1.39658)
N (-0.79474, 0.56021, 0.13921)
C (-2.19891, 0.07218, 0.25280)
C (0.08889, -0.26950, -0.48352)
H (-2.05414, -0.99471, 0.47324)
H (1.45018, -2.08704, -0.42776)
H (1.61624, 0.84253, 1.81441)
H (-0.09835, 0.09122, -1.96082)
H (-2.80562, 0.20665, -0.65872)
H (-0.79873, 1.55852, -0.12684)
H (-2.81424, 0.67965, 1.07848)



(x)
Formula: C2H7NO3S2
Source: the OMol25 dataset
Level of theory: ωB97M-V/def2-TZVPD

LUMO (spin up / spin down) (eV): -1.23 / -1.27
Multiplicity: 1

Positions of all 15 atoms, in Å:
S (-0.57716, 0.61444, 1.36370)
S (1.27142, 1.99967, -0.74435)
O (-1.84994, -0.20318, 1.89489)
O (0.59852, 0.01228, 1.93449)
O (-0.94474, 1.98917, 1.72841)
N (-0.00869, -0.89750, -0.50624)
C (0.66693, -1.30175, -1.72866)
C (-0.66553, 0.25556, -0.33965)
H (-2.09290, 0.00935, 2.79627)
H (0.51790, -1.27884, 0.25308)
H (1.99741, 2.41389, 0.35041)
H (0.08796, -0.91042, -2.45017)
H (1.73035, -1.00159, -1.89952)
H (0.55540, -2.50368, -1.68870)
H (-1.28695, 0.80260, -0.96396)



Order from most stable to least stable according to the calculation: (w), (x)



(w)
Formula: C5H3NO2
Source: the OMol25 dataset
Level of theory: ωB97M-V/def2-TZVPD

SMILES string: O=CC1=CN=CC1=O
LUMO (eV): -1.75
Multiplicity: 1

Positions of all 11 atoms, in Å:
O (1.87881, -0.51996, -2.26749)
O (0.64002, -0.96350, 1.79788)
N (-1.80730, 0.91039, 0.19387)
C (-1.42714, 0.37802, 1.29275)
C (1.59605, -0.50445, -1.04339)
C (0.03525, -0.17315, 1.10601)
C (-0.69457, 0.62017, -0.83371)
C (0.40590, 0.04978, -0.28360)
H (-0.88554, 0.74134, -1.87558)
H (-2.08814, 0.47297, 2.23029)
H (2.34665, -1.01161, -0.31702)



(x)
Formula: C5H3NO2
Source: the OMol25 dataset
Level of theory: ωB97M-V/def2-TZVPD

SMILES string: c1noc2cocc12
LUMO (eV): 0.71
Multiplicity: 1

Positions of all 11 atoms, in Å:
O (-1.30421, -1.13045, 0.00528)
O (2.08395, 0.05335, -0.01698)
N (-2.10692, -0.03380, -0.00862)
C (1.31045, -1.09247, 0.04491)
C (-0.01539, 0.71771, -0.05024)
C (-1.45448, 1.06609, -0.03085)
C (0.03467, -0.65482, 0.00898)
C (1.29650, 1.12524, 0.05774)
H (1.74894, -2.08239, -0.12153)
H (1.77817, 2.07027, -0.12176)
H (-2.04710, 1.89506, 0.21393)



Order from most stable to least stable according to the calculation: (w), (x)



(w)
Formula: C5H3NO2
Source: the OMol25 dataset
Level of theory: ωB97M-V/def2-TZVPD

LUMO (eV): 0.92
Multiplicity: 1

Positions of all 11 atoms, in Å:
O (1.53973, 0.71386, -1.17385)
O (-1.60791, 0.33800, 0.23528)
N (-0.39513, -1.36352, 1.20251)
C (-1.45361, -0.73460, 1.09505)
C (0.31930, -0.57471, 0.21992)
C (1.57436, -0.45937, -0.41124)
C (-0.28866, 0.66257, -0.03574)
C (0.36375, 1.25582, -0.97078)
H (2.50385, -0.84597, -0.47558)
H (-2.27889, -0.78584, 1.96952)
H (-0.00447, 1.86340, -1.78615)



(x)
Formula: C5H3NO2
Source: the OMol25 dataset
Level of theory: ωB97M-V/def2-TZVPD

SMILES string: N#CC#CCC(=O)O
LUMO (eV): 0.09
Multiplicity: 1

Positions of all 11 atoms, in Å:
O (1.47049, 0.43173, -1.06890)
O (2.23411, -1.88929, -0.34529)
N (-3.76578, 2.65190, -0.08529)
C (-1.63822, 1.01401, -0.32088)
C (-2.83824, 1.83993, -0.36252)
C (1.49452, -0.48105, -0.33691)
C (-0.67978, 0.33987, 0.01162)
C (0.51762, -0.45715, 0.81672)
H (0.71694, 0.14470, 1.83833)
H (-0.05908, -1.37147, 1.20577)
H (2.54741, -2.22319, -1.35266)



Order from most stable to least stable according to the calculation: (w), (x)